Here is a structure of composition C20H21N4O4SSeV from the Open Molecules 2025 dataset. Energies are from the ωB97M-V functional and the def2-TZVPD basis.

The spin multiplicity is 4. The molar mass is 543.38 g/mol. The frontier orbital gap (spin up / spin down) comes out at 6.13 / 6.99 eV. Its expectation value of S² is 3.76. As for the HOMO energy (spin up / spin down): -0.1391 / -0.1706 Ha. Its net charge is -1.

XYZ file:
```
52
Properties=species:S:1:pos:R:3:forces:R:3
Se -1.026329 2.777907 0.082928 0.0205 0.2280 0.0210
V -0.383150 0.418345 -0.779789 0.1082 0.1611 0.0278
S -3.743369 -2.046750 -0.153466 -0.0485 0.0587 -0.0098
O 0.413656 0.532549 -2.743407 0.0545 -0.0473 0.0085
O -0.446855 -2.707247 2.032754 -0.0459 0.0442 -0.0565
O -0.497427 -0.646964 1.118240 -0.0534 -0.1488 -0.1131
O 1.284203 -0.691052 -4.430714 -0.0394 0.0263 0.0380
N -2.518823 -0.028222 -1.136960 -0.1285 -0.6746 0.0778
N -3.264820 0.335523 1.065290 0.1593 -0.0752 0.0939
N -2.581038 -0.971472 -2.146475 0.0901 0.1176 0.0369
N 0.313256 -1.520486 -1.172971 0.0531 0.0674 0.0152
C -3.153099 -2.061557 -1.800230 -0.0236 -0.0380 0.0284
C 0.572309 3.044512 1.124556 0.0438 -0.0727 -0.0504
C 1.721031 3.970782 -0.938650 -0.0152 0.0106 0.0310
C 0.622994 2.681278 2.480290 -0.0465 -0.0473 0.0229
C -0.549640 2.020999 3.151560 -0.0352 0.0588 -0.0330
C 2.860459 3.795911 1.281348 -0.0081 0.0184 -0.0079
C -3.114858 -0.437730 -0.035522 0.0170 0.2041 -0.2018
C -3.275082 -3.252735 -2.695184 -0.0295 -0.0096 -0.0258
C 1.785870 2.908237 3.206967 0.0110 -0.0303 -0.0206
C 0.707776 -3.727043 -0.452368 0.0078 -0.0040 -0.0969
C 0.270113 -2.437278 -0.211449 -0.0707 0.0754 -0.0463
C 1.258368 -3.036367 -2.703359 -0.0193 -0.0238 0.0441
C 0.801279 -1.769166 -2.382754 -0.0482 0.0302 0.0585
C 0.839034 -0.537171 -3.299926 -0.0116 -0.0061 -0.0177
C 4.165434 3.699603 3.439163 -0.0365 0.0001 -0.0195
C -2.918034 -4.564159 -1.998823 0.0148 0.0461 0.0005
C 1.710537 3.596239 0.518325 -0.0015 0.0040 0.0307
C -0.278326 -1.908126 1.116951 0.1016 0.0058 0.0838
C 1.199131 -4.020732 -1.722327 0.0067 -0.0208 0.0209
C 2.917467 3.467470 2.626610 0.0178 -0.0025 0.0056
H -4.291970 -3.301932 -3.094792 -0.0022 -0.0229 0.0110
H 4.495335 2.780532 3.928338 0.0040 0.0055 0.0028
H 3.994490 4.443120 4.221619 0.0123 -0.0024 0.0033
H -2.606350 -3.068266 -3.536507 -0.0147 0.0208 -0.0073
H -0.834469 1.119864 2.604972 0.0744 -0.0073 0.0700
H 1.582005 3.097538 -1.580374 -0.0147 -0.0096 0.0097
H 1.652721 -3.215757 -3.693537 -0.0006 -0.0073 0.0006
H -2.958937 -5.392795 -2.705719 -0.0085 -0.0089 0.0044
H 0.658891 -4.457543 0.342716 0.0029 -0.0065 -0.0017
H -1.911378 -4.516955 -1.580791 -0.0073 -0.0030 -0.0035
H -2.661964 1.169728 1.018036 -0.0342 0.0363 -0.0221
H -0.301277 1.747954 4.178305 -0.0073 0.0079 0.0080
H 1.812134 2.621113 4.254633 -0.0037 0.0008 -0.0066
H 4.980540 4.057674 2.809473 0.0044 0.0005 0.0044
H 2.663088 4.453398 -1.203781 0.0042 -0.0041 0.0007
H 3.736868 4.221534 0.801079 -0.0006 0.0006 0.0014
H -3.610332 -4.783256 -1.183405 0.0115 -0.0150 0.0011
H 0.893510 4.643642 -1.166953 0.0097 0.0123 -0.0208
H 1.550286 -5.022107 -1.943607 -0.0010 0.0096 0.0030
H -1.418398 2.683710 3.158139 0.0000 0.0212 0.0080
H -3.116862 -0.166297 1.931548 -0.0735 0.0155 -0.0125
```
Forces are in eV/Å.